42
Properties=species:S:1:pos:R:3:forces:R:3:mulliken_charge:R:1 method="wB97M-V/def2-TZVPD" e_homo_ev=-11.01 relative_energy_ev=1.357 total_energy_ev=-29120.295
O -1.22545 1.48716 0.83066 -1.4403 0.7764 3.4878 -0.665
O 0.00828 -1.48384 -0.84240 1.1517 0.0342 0.3736 -0.662
O -3.94391 -0.82245 -1.31177 0.8505 1.5222 1.1330 -0.825
O 3.27772 2.58952 -0.02598 0.7372 0.3664 1.0040 -0.716
O 2.78819 -1.88557 -1.87963 1.4643 0.1170 2.2671 -0.697
O 1.55327 2.17880 1.96421 0.0243 3.0122 0.9125 -0.742
O -2.33232 -2.80362 -0.35221 -0.9778 -0.4444 -0.2100 -0.872
O -3.81629 0.56918 0.73180 4.8527 -2.5161 -0.8833 -0.706
O 2.31490 -0.40394 1.76112 1.8924 -1.1579 1.5688 -0.665
O -0.89620 0.85867 -1.55137 0.2272 -0.4252 -0.7052 -0.802
O -2.73330 -1.45784 1.94869 -5.1264 -1.0732 0.3783 -0.777
O 1.11110 1.79345 -3.01073 1.0698 2.2978 0.8557 -0.722
O 4.14636 -0.01202 -0.20750 0.3136 1.0439 1.1482 -0.667
O -0.20304 -0.81311 1.73338 0.2809 1.5751 0.2892 -0.882
H 4.25909 0.88180 -0.58059 -0.4139 -0.2845 0.3420 0.322
H 1.65812 2.43638 -2.43326 -1.1016 -1.4887 -1.3662 0.350
H -0.43592 0.14921 1.52745 -0.3734 -0.9805 -0.2432 0.468
H 2.62870 -0.39106 0.85202 0.6855 0.2124 -0.6018 0.369
H -2.19370 1.45305 1.07397 1.2585 0.0917 -0.2102 0.344
H 2.41578 -1.85138 -0.96939 0.2482 -0.2283 -1.0343 0.363
H -1.96881 -1.01472 2.08991 4.3751 1.6757 0.8393 0.374
H 0.69091 -0.67829 2.09847 -0.1201 -0.6021 0.1000 0.387
H 0.55323 2.39149 -3.55488 0.5071 -0.5273 0.4075 0.325
H 3.87332 2.89302 0.70625 -0.6450 -0.2114 -1.1106 0.308
H -2.91762 -2.19019 -0.87739 -0.0934 -0.3115 0.6471 0.429
H -0.07931 1.23457 -1.93028 -0.3278 0.4746 -0.3100 0.355
H -0.78068 -2.04036 -0.74896 0.2943 -0.2169 0.4586 0.387
H -0.54846 -0.05329 -1.41629 -0.4075 -0.1832 0.2866 0.474
H 0.33988 -1.27496 0.08428 -1.2935 -0.4421 -0.9542 0.390
H -4.52367 0.95151 1.10009 -4.2439 1.9910 2.2235 0.240
H -2.58143 -2.10616 1.27246 0.5926 -0.4426 -0.8220 0.435
H -3.75238 -0.02592 -0.64395 -1.7041 -1.7669 -0.6987 0.466
H -3.48585 -0.28231 1.25161 -0.7450 1.0295 -0.3538 0.522
H 1.80237 1.35046 1.66964 0.7940 -3.1747 -0.2352 0.411
H 4.07606 -0.60081 -0.92897 -0.0438 -1.0655 -1.6308 0.355
H 2.02079 -1.93943 -2.39678 -1.7536 -0.0436 -1.2629 0.300
H -1.25468 1.31995 -0.09448 0.4656 -0.3203 -2.3827 0.410
H 2.48573 2.35340 0.50382 0.1971 0.5743 -0.4212 0.430
H -3.09438 -0.67976 -1.70831 0.8390 -0.0373 -1.6783 0.318
H -2.95668 -3.47038 -0.01014 0.5033 0.0971 -0.4790 0.301
H 3.10964 -0.77138 2.26320 -1.5674 0.8864 -0.9635 0.259
H 0.61059 2.16115 2.01227 -1.2464 0.1662 -0.1658 0.309